Molecular formula: C11H23P2Sn
Method: DFT, wB97M-V/def2-TZVPD

Summary:
**Net charge**: +1
**E_tot**: -1329.56438 Ha
**HOMO energy**: -0.39425 Eh
**Kohn-Sham gap**: 7.791 eV

XYZ file:
```
37
Properties=species:S:1:pos:R:3:lowdin_charge:R:1
C -0.52 -2.90 -1.10 -0.2781
C -0.62 -3.24 -2.50 -0.1700
C -1.52 -2.35 -3.14 -0.2832
C -2.38 -1.89 -2.15 -0.2425
C -1.85 -2.20 -0.83 -0.1977
Sn -0.30 -0.80 -1.81 1.0486
P 2.78 -1.34 -1.69 0.5875
H 0.30 -3.25 -0.44 0.1142
H -0.19 -4.15 -2.88 0.1242
H -1.74 -2.40 -4.28 0.1588
H -2.32 -2.02 0.18 0.1176
H -3.33 -1.49 -2.36 0.1089
H 3.82 -0.32 -1.68 -0.1327
H 3.70 -2.49 -1.96 -0.1011
H 2.42 -1.47 -0.17 -0.0912
C -1.18 -0.59 2.52 -0.1352
C -1.33 0.53 1.48 -0.3848
P 0.04 0.87 0.28 0.7983
C -0.15 2.44 -0.62 -0.4283
C -0.38 3.82 0.00 -0.1275
C 1.61 0.81 1.18 -0.4369
C 1.87 1.62 2.46 -0.1217
H -1.28 -1.59 2.09 0.0556
H -1.95 -0.52 3.30 0.0895
H -0.22 -0.59 3.03 0.0605
H -2.26 0.29 0.94 0.0721
H -1.54 1.50 1.99 0.0869
H 0.71 2.54 -1.28 0.0842
H -0.96 2.31 -1.34 0.0652
H 0.57 4.26 0.34 0.0724
H -0.82 4.52 -0.72 0.0857
H -1.02 3.78 0.87 0.0618
H 1.80 -0.26 1.38 0.0453
H 2.37 1.10 0.44 0.0715
H 1.16 1.40 3.27 0.0623
H 2.85 1.34 2.89 0.0840
H 1.86 2.71 2.31 0.0758
```

***

Molecular formula: C30H83N7O9
Method: DFT, wB97M-V/def2-TZVPD

Summary:
**Net charge**: 0
**E_tot**: -2253.04352 Ha
**HOMO energy**: -0.32117 Eh
**Kohn-Sham gap**: 9.285 eV
**SMILES**: COC[C@H](C)N.COC[C@H](C)N.COC[C@H](C)N.COC[C@H](C)N.COC[C@H](C)N.COC[C@H](C)N.COC[C@H](C)N.OCCO
**ΔE to the lowest compared entry with this formula, charge and spin**: 232.6 kJ/mol

XYZ file:
```
129
Properties=species:S:1:pos:R:3:lowdin_charge:R:1
C -1.45 0.31 0.84 -0.2040
C -1.43 0.49 2.39 -0.2164
O -0.13 0.68 2.91 -0.0920
O -0.86 -0.91 0.35 -0.1050
H -1.13 1.17 0.28 0.0855
H -2.51 0.19 0.54 0.1026
H -1.87 -0.40 2.94 0.1391
H -2.00 1.33 2.69 0.0995
H 0.27 -0.18 2.97 0.0226
H -0.06 -1.22 0.85 0.0602
C 0.95 -3.60 4.38 -0.0449
C 1.92 -2.56 3.78 -0.3984
C 3.27 -3.27 3.62 -0.1985
O 4.20 -2.41 2.92 -0.2121
C 5.21 -3.12 2.27 -0.1173
N 1.45 -2.04 2.51 0.0702
H 0.46 -4.18 3.65 0.0585
H 0.12 -3.16 4.92 0.0722
H 1.48 -4.26 5.08 0.0818
H 2.14 -1.77 4.48 0.1098
H 3.11 -4.20 3.12 0.1066
H 3.72 -3.59 4.57 0.1278
H 5.75 -3.68 3.05 0.0998
H 5.87 -2.40 1.88 0.0697
H 4.81 -3.76 1.48 0.0871
H 2.22 -1.46 2.11 0.0552
H 1.21 -2.70 1.84 0.0160
C 1.23 2.04 5.81 -0.0352
C 2.70 1.90 5.31 -0.4380
C 3.61 2.07 6.54 -0.2117
O 4.92 2.30 6.08 -0.2131
C 5.82 2.58 7.12 -0.1088
N 2.82 0.67 4.63 0.0727
H 1.10 1.37 6.62 0.0668
H 0.58 1.80 5.04 0.0275
H 1.00 3.04 6.20 0.0890
H 3.00 2.69 4.71 0.1150
H 3.58 1.12 7.18 0.1458
H 3.35 2.95 7.14 0.1208
H 5.73 1.79 7.84 0.0762
H 5.48 3.57 7.53 0.0992
H 6.82 2.66 6.70 0.0855
H 2.22 0.66 3.84 0.0359
H 3.77 0.57 4.28 0.0874
C 1.51 -5.07 -2.23 -0.0549
C 0.68 -4.31 -1.17 -0.4289
C -0.74 -4.69 -1.49 -0.2224
O -1.04 -4.34 -2.85 -0.2204
C -2.50 -4.23 -2.95 -0.0750
N 1.09 -4.59 0.18 0.0536
H 2.56 -4.75 -2.13 0.0733
H 1.14 -5.02 -3.26 0.0618
H 1.54 -6.14 -1.95 0.0844
H 0.86 -3.27 -1.33 0.1276
H -1.49 -4.30 -0.82 0.1091
H -0.89 -5.76 -1.39 0.1221
H -3.00 -5.20 -2.70 0.0913
H -2.74 -3.86 -3.98 0.0928
H -2.84 -3.50 -2.14 0.0963
H 2.05 -4.36 0.35 0.0540
H 1.01 -5.55 0.48 0.0810
C 2.86 1.35 0.96 -0.0506
C 3.23 0.51 -0.25 -0.4141
C 4.57 0.88 -0.89 -0.2269
O 4.52 0.47 -2.23 -0.1679
C 5.67 0.85 -2.90 -0.1157
N 3.25 -0.88 0.18 0.0369
H 3.62 1.55 1.69 0.0756
H 1.99 0.93 1.39 0.0397
H 2.53 2.35 0.61 0.0913
H 2.54 0.64 -1.08 0.1434
H 5.41 0.45 -0.30 0.1377
H 4.61 1.96 -0.75 0.1208
H 6.48 0.35 -2.39 0.0910
H 5.76 1.90 -2.93 0.0734
H 5.59 0.52 -3.90 0.0789
H 3.18 -1.65 -0.50 0.0884
H 4.06 -1.05 0.80 0.0722
C 1.12 -3.63 -6.47 -0.0707
C -0.24 -2.96 -6.29 -0.4513
C -0.05 -1.90 -5.22 -0.2529
O -1.16 -1.09 -5.05 -0.1923
C -1.11 -0.01 -4.15 -0.0998
N -0.89 -2.56 -7.53 0.0450
H 1.08 -4.46 -7.22 0.0871
H 1.46 -4.04 -5.50 0.0661
H 1.87 -2.97 -6.94 0.0805
H -0.81 -3.69 -5.69 0.1276
H 0.83 -1.26 -5.38 0.1196
H 0.25 -2.40 -4.27 0.1212
H -2.03 0.55 -4.22 0.0671
H -0.21 0.69 -4.42 0.1231
H -1.04 -0.29 -3.13 0.0674
H -0.31 -1.94 -8.09 0.0717
H -1.66 -1.90 -7.26 0.0852
C -3.16 3.87 -3.30 -0.0428
C -2.37 4.21 -2.02 -0.4173
C -2.55 5.67 -1.75 -0.2427
O -2.26 6.39 -2.91 -0.1998
C -2.53 7.76 -2.85 -0.1003
N -2.86 3.45 -0.88 0.0727
H -3.14 2.83 -3.53 0.0496
H -2.78 4.33 -4.20 0.0749
H -4.16 4.24 -3.11 0.0826
H -1.28 4.05 -2.19 0.1495
H -1.92 6.00 -0.98 0.1060
H -3.64 5.78 -1.50 0.1414
H -2.32 8.12 -3.86 0.0941
H -1.88 8.25 -2.13 0.0894
H -3.53 7.93 -2.61 0.0639
H -2.21 2.80 -0.48 0.0399
H -3.72 2.94 -1.02 0.0303
C -7.54 3.37 0.02 -0.0406
C -7.19 2.01 0.65 -0.4459
C -5.70 1.85 0.50 -0.2270
O -5.34 1.66 -0.86 -0.2355
C -5.38 0.31 -1.29 -0.0833
N -7.57 1.83 2.05 0.0520
H -8.65 3.44 -0.07 0.0835
H -7.10 3.31 -0.98 0.0805
H -7.22 4.20 0.61 0.0714
H -7.63 1.22 0.05 0.1234
H -5.49 0.99 1.11 0.1133
H -5.18 2.74 0.83 0.1247
H -6.08 -0.22 -0.63 0.0843
H -4.38 -0.14 -1.26 0.0834
H -5.80 0.26 -2.31 0.0955
H -8.35 2.34 2.36 0.0474
H -7.70 0.85 2.28 0.0765
```

***

Molecular formula: CH5NOS
Method: DFT, wB97M-V/def2-TZVPD

Summary:
**Net charge**: 0
**E_tot**: -569.09495 Ha
**HOMO energy (spin up / spin down)**: -0.33240 / -0.33238 Eh
**Kohn-Sham gap (spin up / spin down)**: 8.895 / 8.894 eV
**SMILES**: C=[S@H](N)=O
**ΔE to the lowest compared entry with this formula, charge and spin**: 507.2 kJ/mol

XYZ file:
```
9
Properties=species:S:1:pos:R:3:lowdin_charge:R:1
C 1.28 -1.17 -0.47 -0.2396
N -1.22 1.18 -0.32 -0.0920
O 1.70 1.29 -0.14 -0.4450
S 0.72 0.27 0.14 0.8382
H 1.88 -0.91 -1.31 0.0116
H 0.63 -1.95 -0.64 -0.0131
H -1.28 1.80 0.42 -0.0701
H -1.23 1.61 -1.21 -0.0287
H 0.31 0.34 1.40 0.0386
```

***

Molecular formula: C39H47Ge2NiO4P
Method: DFT, wB97M-V/def2-TZVPD

Summary:
**Net charge**: 0
**<S²>**: 2.014
**E_tot**: -7818.77089 Ha
**HOMO energy (spin up / spin down)**: -0.27727 / -0.31185 Eh
**Kohn-Sham gap (spin up / spin down)**: 7.574 / 7.814 eV
**2S+1**: 3
**ΔE to the lowest compared entry with this formula, charge and spin**: 0.0 kJ/mol

XYZ file:
```
94
Properties=species:S:1:pos:R:3:lowdin_charge:R:1
Ni -0.61 0.65 -0.34 0.3736
O -1.95 2.74 1.06 -0.0103
C -1.55 1.59 1.23 -0.3421
C -1.87 0.92 2.53 -0.2404
C -2.03 1.65 3.70 -0.0149
C -2.28 1.00 4.89 -0.0607
C -2.39 -0.39 4.92 -0.0627
C -2.26 -1.12 3.75 -0.0664
C -1.99 -0.47 2.55 -0.3486
P -1.78 -1.31 0.94 1.1353
C -3.45 -1.24 0.23 -0.3649
C -3.62 -1.67 -1.09 -0.1068
C -4.86 -1.58 -1.71 -0.0630
C -5.94 -1.06 -1.01 -0.0803
C -5.79 -0.63 0.30 -0.0785
C -4.55 -0.72 0.92 -0.0764
C -1.57 -3.06 1.40 -0.3514
C -2.56 -4.02 1.19 -0.0730
C -2.35 -5.34 1.56 -0.0750
C -1.16 -5.72 2.16 -0.0827
C -0.17 -4.77 2.38 -0.0740
C -0.37 -3.45 2.00 -0.1113
H -1.95 2.73 3.65 0.1184
H -2.38 1.56 5.81 0.1056
H -2.58 -0.90 5.85 0.1061
H -2.36 -2.20 3.77 0.1095
H -2.77 -2.04 -1.65 0.1102
H -4.97 -1.90 -2.74 0.1121
H -6.91 -0.97 -1.50 0.1036
H -6.63 -0.22 0.84 0.1038
H -4.43 -0.38 1.94 0.1038
H -3.50 -3.73 0.74 0.1009
H -3.13 -6.07 1.39 0.1050
H -0.99 -6.75 2.45 0.1031
H 0.77 -5.05 2.84 0.1060
H 0.41 -2.72 2.17 0.0819
C -2.10 3.05 -3.56 -0.0059
C -2.19 2.09 -2.39 -0.4953
C -3.57 2.14 -1.75 0.0083
O -1.17 2.42 -1.43 -0.1048
C -1.96 0.63 -2.83 -0.5918
O -2.41 0.24 -3.89 0.0782
O -1.34 -0.12 -1.97 -0.1596
H -2.28 4.07 -3.21 0.0921
H -2.83 2.78 -4.32 0.0924
H -1.11 3.01 -4.02 0.0818
H -3.79 3.14 -1.38 0.0990
H -3.65 1.44 -0.91 0.0759
H -4.32 1.86 -2.49 0.1027
H -1.57 2.89 -0.66 0.0584
C 2.36 0.29 3.68 -0.1596
C 1.46 -0.13 2.52 -0.3507
Ge 1.46 1.24 1.09 0.8670
C 1.16 3.07 1.75 -0.3419
C 1.23 4.08 0.60 -0.1612
C 3.35 1.24 0.55 -0.2214
C 3.55 0.64 -0.64 -0.3304
Ge 1.78 0.39 -1.45 0.9438
C 1.48 -1.47 -2.02 -0.3367
C 1.70 -2.46 -0.88 -0.1638
C 1.47 1.72 -2.87 -0.3269
C 2.39 1.53 -4.08 -0.1557
C 4.86 0.28 -1.22 -0.2259
C 6.05 0.52 -0.52 -0.0363
C 7.28 0.18 -1.07 -0.0820
C 7.35 -0.42 -2.32 -0.0912
C 6.18 -0.67 -3.02 -0.0763
C 4.95 -0.33 -2.47 -0.0543
H 2.39 -0.48 4.45 0.0689
H 2.00 1.21 4.14 0.0654
H 3.39 0.46 3.35 0.0590
H 0.45 -0.32 2.88 0.0295
H 1.83 -1.04 2.05 0.0485
H 1.98 3.25 2.45 0.0658
H 0.23 3.17 2.30 0.0410
H 2.16 3.99 0.05 0.0632
H 1.16 5.11 0.97 0.0715
H 0.41 3.93 -0.11 0.0486
H 4.17 1.58 1.18 0.0595
H 2.19 -1.65 -2.83 0.0557
H 0.47 -1.54 -2.43 0.0516
H 2.70 -2.36 -0.45 0.0698
H 1.60 -3.49 -1.23 0.0750
H 0.98 -2.31 -0.09 0.0190
H 1.61 2.71 -2.43 0.0688
H 0.43 1.64 -3.17 0.0323
H 3.43 1.71 -3.83 0.0613
H 2.11 2.22 -4.87 0.0707
H 2.31 0.52 -4.49 0.0676
H 6.02 0.97 0.46 0.1007
H 8.19 0.37 -0.51 0.1022
H 8.31 -0.69 -2.75 0.1006
H 6.21 -1.14 -3.99 0.1043
H 4.05 -0.53 -3.03 0.0766
```

***

- net charge of number 1 (C11H23P2Sn)?
  +1

***

Repeat the third record exactly.
Molecular formula: CH5NOS
Method: DFT, wB97M-V/def2-TZVPD

Summary:
**Net charge**: 0
**E_tot**: -569.09495 Ha
**HOMO energy (spin up / spin down)**: -0.33240 / -0.33238 Eh
**Kohn-Sham gap (spin up / spin down)**: 8.895 / 8.894 eV
**SMILES**: C=[S@H](N)=O
**ΔE to the lowest compared entry with this formula, charge and spin**: 507.2 kJ/mol

XYZ file:
```
9
Properties=species:S:1:pos:R:3:lowdin_charge:R:1
C 1.28 -1.17 -0.47 -0.2396
N -1.22 1.18 -0.32 -0.0920
O 1.70 1.29 -0.14 -0.4450
S 0.72 0.27 0.14 0.8382
H 1.88 -0.91 -1.31 0.0116
H 0.63 -1.95 -0.64 -0.0131
H -1.28 1.80 0.42 -0.0701
H -1.23 1.61 -1.21 -0.0287
H 0.31 0.34 1.40 0.0386
```